i) C6H15NO | ωB97M-V/def2-TZVPD

XYZ file:
```
23
Properties=species:S:1:pos:R:3:mulliken_charge:R:1
C -0.4447 -1.4606 -3.1758 -0.889
C 0.0108 -0.4544 -2.4789 0.080
C 0.5725 -0.6323 -1.1601 -0.902
C -0.3286 -0.3807 0.0548 -0.805
C -0.5136 1.2529 0.2550 0.108
C -1.7323 1.3367 1.2730 -1.079
N 0.6565 1.7625 0.9511 -0.585
H -0.9412 -1.0302 -4.0187 0.269
H -0.3898 -2.5372 -2.9639 0.294
H 0.2647 0.5070 -3.0980 0.247
H 1.4056 0.0660 -1.0727 0.347
H 0.9993 -1.6284 -1.2127 0.410
H -1.2851 -0.7999 -0.2825 0.339
H -0.0087 -0.7059 0.9999 0.541
H -0.6523 1.8358 -0.7057 0.290
H -2.7427 1.3025 0.7765 0.337
H -1.7885 2.5202 1.5902 0.282
H -1.6308 0.6371 2.1379 0.263
H 0.9051 1.3144 1.8775 0.222
H 0.6363 2.8040 1.0256 0.246
O 1.4352 -1.4105 3.0381 -0.634
H 2.3288 -1.1061 2.7969 0.324
H 1.4381 -2.2028 2.5792 0.295
```

- HOMO-LUMO gap (eV) = 9.43
- structure (SMILES) = C=CCC[C@@H](C)N.O
- total charge = 0
- LUMO energy (eV) = 0.752


ii) C6H15NO | ωB97M-V/def2-TZVPD

XYZ file:
```
23
Properties=species:S:1:pos:R:3:mulliken_charge:R:1
C -2.0024 -0.6789 0.4156 -1.100
C -0.7524 -1.6217 0.6503 -0.515
C 0.0783 -1.9663 -0.6902 -0.852
C 0.7185 -0.8655 -1.4120 -0.404
C 1.7536 -0.0794 -1.0152 0.894
C 2.5451 0.7659 -1.9076 -1.546
N 2.3434 0.0447 0.3080 -0.417
H -1.6201 0.3020 0.0293 0.281
H -2.7628 -1.0309 -0.2214 0.347
H -2.4640 -0.7389 1.4335 0.303
H -0.1174 -1.2143 1.3240 0.292
H -1.2582 -2.5547 1.0314 0.353
H -0.5920 -2.5163 -1.2884 0.444
H 0.8448 -2.6091 -0.2487 0.264
H 0.1836 -0.5241 -2.3176 0.229
H 2.5159 0.4904 -2.9709 0.368
H 3.6236 0.6113 -1.7548 0.401
H 2.3969 1.8602 -1.8662 0.295
H 3.1247 0.7570 0.4972 0.222
H 1.9989 -0.3883 1.1237 0.143
O -3.2673 3.8877 2.7835 -0.600
H -3.2395 3.9239 3.6810 0.298
H -4.0513 4.1454 2.4154 0.302
```

- HOMO-LUMO gap (eV) = 8.60
- structure (SMILES) = CCC/C=C(/C)N.O
- total charge = 0
- LUMO energy (eV) = 1.049


iii) C6H15NO | ωB97M-V/def2-TZVPD

XYZ file:
```
23
Properties=species:S:1:pos:R:3:mulliken_charge:R:1
N 2.6337 -2.1070 1.5217 -0.617
C 2.2838 -0.6633 1.4912 -0.654
C 0.8358 -0.4302 1.8620 -0.623
C -0.1765 -0.2586 0.7065 -0.553
C -0.4629 1.1985 0.3124 -0.543
C -1.6357 1.1653 -0.7357 -0.816
C -1.5168 0.2182 -1.9792 -0.309
O -1.9506 0.9301 -3.1106 -0.570
H 2.1813 -2.5374 0.7266 0.232
H 2.4397 -2.6164 2.3695 0.228
H 2.5141 -0.3586 0.4642 0.371
H 3.0010 -0.1279 2.1003 0.299
H 0.5922 -1.2754 2.5102 0.397
H 0.5463 0.4357 2.4899 0.323
H 0.0629 -0.8108 -0.2073 0.271
H -1.1282 -0.7317 0.9736 0.372
H 0.2643 1.8931 -0.0592 0.339
H -1.0347 1.7587 1.0810 0.236
H -2.6324 1.0386 -0.3106 0.282
H -1.6849 2.1980 -1.1256 0.449
H -0.4882 -0.0998 -2.0709 0.276
H -2.0460 -0.7290 -1.9413 0.297
H -1.7481 1.8718 -3.1644 0.313
```

- HOMO-LUMO gap (eV) = 10.10
- structure (SMILES) = NCCCCCCO
- total charge = 0
- LUMO energy (eV) = 0.928


Most stable to least stable, the ends of the list are iii) and i).


i) C6H15NO | ωB97M-V/def2-TZVPD

XYZ file:
```
23
Properties=species:S:1:pos:R:3:mulliken_charge:R:1
C -3.1389 -0.1923 -0.0986 -1.348
C -1.8434 -0.2152 0.5653 0.109
C -1.0316 0.8192 0.7016 -0.246
C 0.1018 1.0706 1.6136 -0.576
C 1.3335 0.1613 1.2933 -0.774
C 2.2788 0.6240 0.0447 -0.530
N 1.9964 -0.4085 -0.9401 -0.558
H -3.9305 -0.3762 0.6791 0.279
H -3.4775 0.6744 -0.6611 0.375
H -3.1845 -0.9092 -0.8895 0.333
H -1.7091 -1.1027 1.1214 0.350
H -1.4074 1.6217 0.0283 0.151
H -0.0678 0.9228 2.7185 0.307
H 0.3403 2.1336 1.4307 0.261
H 0.9890 -0.8897 1.2772 0.384
H 1.9346 0.2301 2.1894 0.413
H 1.9045 1.5751 -0.3116 0.313
H 3.3458 0.4421 0.3028 0.313
H 0.9767 -0.4108 -1.1218 0.284
H 2.3848 -1.2731 -0.7041 0.185
O 0.4835 -1.6161 -2.8310 -0.634
H 0.6828 -0.7517 -3.0869 0.320
H 1.0383 -2.1293 -3.3212 0.287
```

- HOMO-LUMO gap (eV) = 9.26
- structure (SMILES) = C/C=C/CCCN.O
- total charge = 0
- LUMO energy (eV) = 1.027


ii) C6H15NO | ωB97M-V/def2-TZVPD

XYZ file:
```
23
Properties=species:S:1:pos:R:3:mulliken_charge:R:1
C 0.0584 -0.1899 0.2551 1.190
C 0.1215 0.0766 -1.1060 -0.810
C -2.1793 0.0460 -0.1784 -0.585
C 0.2107 0.8739 1.3046 -1.435
C 2.4025 -0.2011 -0.5616 -1.250
C 0.0646 -1.6086 0.7450 -1.434
N 0.0648 1.3040 -1.6993 -0.343
O -2.8613 -0.5052 0.9129 -0.507
H -2.6822 0.0294 1.6937 0.328
H -0.0201 -0.7584 -1.7800 0.455
H 0.3962 2.0979 -1.1754 0.211
H 0.0645 1.3288 -2.7052 0.229
H -2.2833 1.1304 -0.2675 0.333
H -2.4860 -0.4823 -1.0772 0.368
H 0.9204 -1.7799 1.3987 0.367
H -0.5266 0.7178 2.0970 0.373
H 0.0757 1.8858 0.9225 0.325
H 1.2000 0.8124 1.7595 0.371
H 2.7633 0.8013 -0.7866 0.327
H 2.8206 -0.5448 0.3819 0.396
H 2.6060 -0.9065 -1.3650 0.349
H -0.8490 -1.8076 1.3101 0.381
H 0.1186 -2.3200 -0.0786 0.363
```

- HOMO-LUMO gap (spin up / spin down) (eV) = 6.80 / 6.51
- total charge = 0
- LUMO energy (spin up / spin down) (eV) = 0.699 / 0.699


Most stable to least stable, the ends of the list are i) and ii).


i) C6H15NO | ωB97M-V/def2-TZVPD

XYZ file:
```
23
Properties=species:S:1:pos:R:3:mulliken_charge:R:1
C 2.3158 1.8019 -1.0921 -1.059
C 0.9592 1.6337 -0.3084 -0.097
C 0.8265 0.3581 0.0440 -0.047
C -0.0826 -0.0400 1.1943 -1.139
C -1.6028 -0.0192 0.9883 0.689
C -2.0014 -0.9213 -0.1149 -1.370
N -2.3020 -0.3192 2.2760 -0.787
H 2.1919 2.4474 -1.9995 0.314
H 3.0091 2.3341 -0.4350 0.275
H 2.7030 0.8723 -1.4625 0.304
H 0.3188 2.4862 -0.2655 0.422
H 1.4014 -0.4766 -0.3029 -0.065
H 0.2244 -1.0312 1.5578 0.436
H 0.1435 0.5888 2.0656 0.366
H -1.9989 0.9797 0.8018 0.272
H -1.3378 -1.7907 -0.1713 0.211
H -3.0136 -1.3512 -0.1139 0.424
H -2.0058 -0.3981 -1.0773 0.329
H -1.8558 -1.1514 2.6589 0.270
H -2.1042 0.4177 2.9457 0.265
O 1.6590 -1.7956 -2.5196 -0.644
H 2.2866 -2.0468 -1.8366 0.317
H 0.8667 -2.2388 -2.1889 0.315
```

- HOMO-LUMO gap (eV) = 9.51
- structure (SMILES) = C/C=C/C[C@@H](C)N.O
- total charge = 0
- LUMO energy (eV) = 0.690


ii) C6H15NO | ωB97M-V/def2-TZVPD

XYZ file:
```
23
Properties=species:S:1:pos:R:3:mulliken_charge:R:1
C -0.7246 -0.9234 -1.2182 -0.066
C -0.3788 0.5374 -1.2906 -1.243
C 0.4143 0.8006 -0.0648 -0.487
C 2.1915 -0.6129 -1.1001 -0.229
C 1.7477 -0.0222 -0.0305 0.508
C 2.4216 0.0140 1.3957 -1.161
N -1.9837 -1.2084 -0.5728 -0.715
H -0.5824 -1.4140 -2.1644 0.299
H 0.0977 -1.1462 -0.5744 0.249
H 0.0988 0.9707 -2.1378 0.418
H -1.3394 1.0719 -1.2760 0.428
H -0.1270 0.5858 0.8885 0.364
H 0.5827 1.9375 -0.0388 0.345
H -1.6498 1.8954 3.3567 -0.350
H 3.0480 -0.8125 -1.6704 0.393
H 2.9366 1.0005 1.4616 0.319
H 3.1754 -0.7598 1.4869 0.377
H 1.5928 0.0168 2.1891 0.342
H -2.2639 -0.4464 0.1540 0.363
H -1.9388 2.2635 4.0685 0.325
H -1.9341 -2.1049 -0.1365 0.246
H -3.2130 0.7873 1.7271 0.157
O -2.3284 0.7315 1.3158 -0.882
```

- HOMO-LUMO gap (eV) = 3.32
- total charge = 0
- LUMO energy (eV) = -3.765


iii) C6H15NO | ωB97M-V/def2-TZVPD

XYZ file:
```
23
Properties=species:S:1:pos:R:3:mulliken_charge:R:1
C -0.6330 0.9986 -2.1830 -1.823
C -0.6420 0.1858 -0.8865 2.084
C -0.4030 -1.2932 -1.2019 -1.741
C -1.9861 0.3521 -0.1742 -1.772
C 0.4834 0.6960 0.0348 -1.036
O 0.5581 -0.0900 1.1929 -0.298
C 1.6914 0.1208 2.2271 -0.356
N 1.9670 -1.1762 2.6846 -0.665
H -1.4365 0.6690 -2.8398 0.411
H 0.3105 0.8751 -2.7130 0.410
H -0.7771 2.0587 -1.9780 0.406
H -1.1980 -1.6827 -1.8361 0.444
H 0.5492 -1.4281 -1.7141 0.373
H -0.3833 -1.8705 -0.2804 0.335
H -2.1923 1.4052 0.0131 0.392
H -2.7951 -0.0567 -0.7777 0.440
H -1.9632 -0.1655 0.7819 0.350
H 0.3052 1.7562 0.2793 0.395
H 1.4457 0.6428 -0.5002 0.497
H 1.4039 0.7941 3.0427 0.283
H 2.5271 0.5113 1.6373 0.312
H 1.2533 -1.5070 3.3255 0.285
H 1.9149 -1.7957 1.8655 0.276
```

- HOMO-LUMO gap (eV) = 10.37
- structure (SMILES) = CC(C)(C)COCN
- total charge = 0
- LUMO energy (eV) = 0.917


iv) C6H15NO | ωB97M-V/def2-TZVPD

XYZ file:
```
23
Properties=species:S:1:pos:R:3:mulliken_charge:R:1
C -0.0675 -2.2028 -2.3953 -1.298
C 0.0905 -0.8638 -1.6479 -0.373
C -0.5730 -0.8809 -0.2705 -1.002
C -0.3166 0.4236 0.5024 0.148
C -1.1319 0.3931 1.7728 -0.729
O -1.1091 1.6875 2.4010 -0.508
N 1.1189 0.6091 0.6740 -0.252
C 1.5655 1.9924 0.5600 -0.927
H 0.4233 -3.0516 -1.9243 0.342
H -1.1159 -2.4239 -2.6156 0.319
H 0.4048 -2.0752 -3.3722 0.379
H 1.1556 -0.6826 -1.5040 0.293
H -0.3172 -0.0902 -2.2805 0.270
H -1.6601 -0.9866 -0.4154 0.378
H -0.1523 -1.6892 0.3304 0.347
H -0.7031 1.1769 -0.1884 0.345
H -2.1589 0.1134 1.4972 0.316
H -0.7773 -0.3479 2.4862 0.408
H -1.3226 1.5834 3.3433 0.308
H 1.4121 0.2420 1.5788 0.290
H 1.5588 2.2796 -0.4937 0.296
H 2.6344 2.0515 0.8219 0.364
H 1.0416 2.7421 1.1399 0.285
```

- HOMO-LUMO gap (eV) = 9.53
- structure (SMILES) = CCC[C@@H](CO)NC
- total charge = 0
- LUMO energy (eV) = 0.873


Most stable to least stable, the ends of the list are iii) and ii).